C8H15N3O3S | the ωB97M-V functional and the def2-TZVPD basis

Output
LUMO energy ... -0.0025 Eh
Kohn-Sham gap ... 7.859 eV
SMILES ... CS(=O)(=O)[C@@H]1NN2CCCC[C@@H]2[C@H]1N=O
Relative energy (zero: lowest compared OMol25 entry of this formula, charge and spin) ... 5.579 eV
E_tot ... -29981.683 eV
Charge ... 0

Bonds (Å) are listed after each position.
Positions of all 30 atoms, in Å:
1 C -1.409 -1.254 -2.141  C2 1.516, C3 1.474, H16 1.106, H17 1.128
2 C -1.856 0.193 -2.220  C1 1.516, C4 1.528, H18 1.118, H19 1.141
3 C -0.497 -1.389 -0.992  C1 1.474, C6 1.580, H20 1.120, H21 1.105
4 C -0.731 1.218 -2.086  C2 1.528, N11 1.438, H22 1.068, H23 1.114
5 C 1.653 -0.544 0.087  C6 1.528, C7 1.585, N9 1.422, H24 1.094
6 C 0.727 -0.398 -1.120  C3 1.580, C5 1.528, N11 1.364, H25 1.215
7 C 1.024 0.603 0.983  C5 1.585, N10 1.447, S15 1.931, H26 1.031
8 C 0.504 0.659 3.917  S15 1.839, H27 1.064, H28 1.032, H29 1.070
9 N 3.010 -0.481 -0.335  C5 1.422, O12 1.197
10 N 0.095 1.406 0.220  C7 1.447, N11 1.442, H30 1.013
11 N 0.276 0.889 -1.114  C4 1.438, C6 1.364, N10 1.442
12 O 3.649 0.511 -0.135  N9 1.197
13 O 0.154 -1.745 2.501  S15 1.469
14 O -1.368 0.123 2.109  S15 1.510
15 S 0.058 -0.282 2.402  C7 1.931, C8 1.839, O13 1.469, O14 1.510
16 H -2.319 -1.864 -1.986  C1 1.106
17 H -0.955 -1.479 -3.149  C1 1.128
18 H -2.331 0.463 -3.195  C2 1.118
19 H -2.484 0.398 -1.290  C2 1.141
20 H -1.122 -1.107 -0.106  C3 1.120
21 H -0.200 -2.400 -0.661  C3 1.105
22 H -0.263 1.400 -3.028  C4 1.068
23 H -1.155 2.176 -1.709  C4 1.114
24 H 1.545 -1.544 0.517  C5 1.094
25 H 1.419 -0.522 -2.110  C6 1.215
26 H 1.768 1.079 1.516  C7 1.031
27 H 0.632 1.647 3.543  C8 1.064
28 H -0.316 0.716 4.541  C8 1.032
29 H 1.324 0.188 4.419  C8 1.070
30 H -0.833 1.338 0.620  N10 1.013

Atomic partial charges in e from the Mulliken method, atoms 1 to 4: number 1, C, carries -0.80; number 2, C, carries -0.36; number 3, C, carries -0.63; number 4, C, carries -1.04